Molecular formula: C78H82Ge2N5O4PSSiTi
Method: DFT, the ωB97M-V functional and the def2-TZVPD basis

Results
ΔE to the lowest compared entry with this formula, charge and spin = 203.9 kJ/mol
M = 1437.76 g/mol
lowest unoccupied orbital energy (spin up / spin down) = -0.03980 / -0.03984 Ha
frontier orbital gap (spin up / spin down) = 5.07 / 5.70 eV

Atoms and positions in Å:
Ti: -0.138 0.923 -0.212
C: 4.281 -9.996 -7.436
O: 4.041 -9.826 -6.061
C: 3.699 -8.602 -5.579
C: 3.435 -8.558 -4.205
C: 3.064 -7.384 -3.603
C: 2.932 -6.206 -4.348
C: 3.222 -6.247 -5.710
C: 3.598 -7.431 -6.323
C: 2.416 -5.046 -3.657
N: 2.049 -5.069 -2.393
C: 1.519 -3.848 -2.128
C: 1.571 -3.053 -3.275
N: 2.146 -3.836 -4.237
C: 1.002 -1.757 -3.354
C: 0.839 -1.035 -4.531
C: 0.050 0.121 -4.476
C: -0.407 0.580 -3.263
N: -0.120 0.007 -2.074
C: 0.471 -1.242 -2.136
C: 0.393 -2.046 -0.975
N: -0.266 -1.501 0.086
C: -0.515 -2.293 1.112
C: -0.073 -3.603 1.227
C: 0.672 -4.153 0.194
C: 0.884 -3.385 -0.941
H: 4.484 -11.058 -7.562
H: 5.150 -9.418 -7.765
H: 3.404 -9.728 -8.032
H: 3.517 -9.475 -3.645
H: 2.850 -7.335 -2.547
H: 3.158 -5.357 -6.320
H: 3.799 -7.438 -7.384
H: 2.318 -3.574 -5.193
H: 1.244 -1.398 -5.462
H: -0.219 0.634 -5.386
H: -1.058 1.441 -3.238
H: -1.138 -1.858 1.878
H: -0.307 -4.182 2.106
H: 1.068 -5.156 0.235
C: -3.676 4.267 0.497
C: -2.707 4.081 1.648
Ge: -0.790 3.339 1.278
C: -0.262 3.859 3.255
C: 0.907 4.801 3.487
C: -0.134 4.980 0.296
C: 0.468 4.942 -0.887
Ge: 0.435 3.139 -1.896
C: 2.279 2.318 -2.433
C: 2.846 2.622 -3.808
C: -0.007 3.945 -3.762
C: -1.261 4.790 -3.881
C: 1.095 6.113 -1.508
C: 0.513 7.381 -1.447
C: 1.167 8.488 -1.956
C: 2.412 8.357 -2.549
C: 2.995 7.103 -2.632
C: 2.343 5.999 -2.119
H: -4.445 4.997 0.758
H: -4.177 3.332 0.267
H: -3.158 4.618 -0.394
H: -3.200 3.491 2.426
H: -2.490 5.063 2.077
H: -0.098 2.956 3.845
H: -1.153 4.332 3.668
H: 1.854 4.329 3.247
H: 0.936 5.102 4.537
H: 0.801 5.700 2.886
H: -0.198 5.916 0.847
H: 2.105 1.244 -2.351
H: 3.013 2.566 -1.671
H: 2.157 2.302 -4.588
H: 3.789 2.089 -3.949
H: 3.037 3.686 -3.928
H: -0.007 3.173 -4.532
H: 0.856 4.589 -3.948
H: -2.149 4.199 -3.678
H: -1.337 5.211 -4.886
H: -1.218 5.611 -3.170
H: -0.461 7.492 -0.997
H: 0.704 9.463 -1.881
H: 2.929 9.224 -2.936
H: 3.966 6.991 -3.096
H: 2.811 5.028 -2.168
O: -2.416 2.592 -1.944
C: -2.757 1.693 -1.179
O: -1.959 1.133 -0.347
C: -4.186 1.238 -1.086
C: -5.209 2.114 -1.437
C: -6.516 1.824 -1.095
C: -6.807 0.658 -0.403
C: -5.808 -0.263 -0.140
C: -4.491 0.008 -0.495
P: -3.114 -1.206 -0.390
C: -3.673 -2.214 1.025
C: -3.566 -3.601 1.043
C: -3.780 -4.300 2.218
C: -4.075 -3.625 3.390
C: -4.168 -2.243 3.382
C: -3.961 -1.541 2.212
C: -3.656 -2.241 -1.823
C: -4.913 -2.812 -1.988
C: -5.211 -3.514 -3.141
C: -4.265 -3.656 -4.143
C: -3.009 -3.098 -3.984
C: -2.713 -2.392 -2.833
H: -4.952 3.034 -1.944
H: -7.296 2.534 -1.325
H: -7.819 0.456 -0.085
H: -6.048 -1.180 0.377
H: -3.312 -4.128 0.133
H: -3.707 -5.376 2.220
H: -4.231 -4.171 4.308
H: -4.404 -1.720 4.297
H: -4.006 -0.459 2.200
H: -5.664 -2.702 -1.221
H: -6.191 -3.952 -3.260
H: -4.506 -4.200 -5.044
H: -2.260 -3.208 -4.753
H: -1.739 -1.944 -2.712
C: 2.733 1.653 3.161
Si: 2.841 1.867 1.247
C: 4.633 1.271 0.883
C: 2.916 3.731 0.867
N: 1.718 0.861 0.371
C: 2.304 -0.421 0.358
C: 2.275 -1.236 1.498
C: 2.967 -2.428 1.552
C: 3.729 -2.853 0.477
C: 3.758 -2.074 -0.666
C: 3.060 -0.881 -0.728
H: 1.737 1.833 3.550
H: 3.410 2.343 3.655
H: 3.029 0.650 3.453
H: 5.367 1.922 1.347
H: 4.844 1.241 -0.182
H: 4.788 0.269 1.270
H: 1.965 4.227 0.980
H: 3.280 3.949 -0.129
H: 3.612 4.186 1.561
H: 1.693 -0.904 2.348
H: 2.923 -3.017 2.456
H: 4.299 -3.767 0.529
H: 4.353 -2.381 -1.514
H: 3.131 -0.276 -1.621
O: -0.795 0.447 2.271
S: -0.579 0.554 3.734
C: -0.549 -1.176 4.471
C: 0.823 -1.459 4.988
C: 1.500 -0.497 5.732
C: 2.765 -0.757 6.225
C: 3.365 -1.983 5.987
C: 2.696 -2.947 5.254
C: 1.433 -2.684 4.754
C: -2.254 1.006 4.430
C: -2.099 1.711 5.736
C: -1.591 1.076 6.868
C: -1.414 1.771 8.052
C: -1.758 3.109 8.134
C: -2.281 3.748 7.023
C: -2.446 3.054 5.838
H: -0.857 -1.899 3.722
H: -1.272 -1.197 5.283
H: 1.034 0.459 5.924
H: 3.284 0.002 6.791
H: 4.353 -2.189 6.370
H: 3.157 -3.905 5.065
H: 0.908 -3.435 4.182
H: -2.852 0.100 4.502
H: -2.687 1.663 3.678
H: -1.333 0.029 6.849
H: -1.007 1.259 8.913
H: -1.625 3.649 9.059
H: -2.563 4.788 7.078
H: -2.858 3.557 4.977